Computed, not measured: a cluster of 2 separate species, CH2N2O2S in total at a distorted geometry, with ωB97M-V with the def2-TZVPD basis set.

The net charge is 0. As for the relative energy (zero: lowest compared OMol25 entry of this formula, charge and spin): 5.4634 eV. The calculation puts the gap between HOMO and LUMO at 8.9 eV. The calculation puts the total energy at -697.350178 Ha. As for the lowest unoccupied orbital energy: -0.0223 Eh.

```
8
Properties=species:S:1:pos:R:3:forces:R:3
N 1.62925 -1.37624 -0.69709 0.444 -1.002 0.467
C 1.64813 -0.33545 -0.11472 1.231 -0.576 -1.343
S 2.04410 1.08238 0.28452 0.427 2.111 1.441
H 0.82311 -1.78643 -1.07785 -1.021 -0.750 -0.444
O -1.26202 -0.35531 0.66340 1.112 2.187 -2.314
N -0.82466 -0.02421 -0.40452 -1.542 -1.865 0.550
O -0.90187 1.32340 -0.72604 -0.910 0.441 3.222
H -1.06087 1.43956 -1.64606 0.260 -0.546 -1.581
```
Positions in Å, forces in eV/Å.

***

Computed, not measured: a cluster of 2 separate species, CH2N2O2S in total at a distorted geometry, with ωB97M-V with the def2-TZVPD basis set.

The net charge is 0. As for the relative energy (zero: lowest compared OMol25 entry of this formula, charge and spin): 7.4692 eV. The calculation puts the gap between HOMO and LUMO at 8.7 eV. The calculation puts the total energy at -697.276465 Ha. As for the lowest unoccupied orbital energy: -0.0413 Eh.

```
8
Properties=species:S:1:pos:R:3:forces:R:3
C -0.77836 -0.69006 0.12310 -0.641 1.041 0.167
N 0.26601 0.14071 0.10931 -1.419 5.277 0.959
N 1.62004 -0.13611 0.05791 -0.185 -3.823 0.571
O 1.84389 -1.35706 0.04110 -0.097 1.012 -0.204
O 2.44729 0.71078 0.07138 -0.164 1.444 -0.090
S -2.22544 0.03973 0.04073 -0.544 0.235 0.199
H -0.73646 -1.71698 0.31192 0.773 -1.530 -0.268
H -0.44206 1.35511 0.36788 2.277 -3.655 -1.334
```
Positions in Å, forces in eV/Å.

***

Computed, not measured: a cluster of 2 separate species, CH2N2O2S in total at a distorted geometry, with ωB97M-V with the def2-TZVPD basis set.

The net charge is 0. As for the relative energy (zero: lowest compared OMol25 entry of this formula, charge and spin): 7.6462 eV. The calculation puts the gap between HOMO and LUMO at 8.4 eV. The calculation puts the total energy at -697.269961 Ha. As for the lowest unoccupied orbital energy: -0.0384 Eh.

```
8
Properties=species:S:1:pos:R:3:forces:R:3
C 0.43567 -0.64012 0.96244 0.218 -2.483 -1.877
N -0.15994 -0.28679 -0.22914 1.810 -3.272 -3.822
N -0.54518 0.98382 -0.61108 0.278 -0.882 -0.624
O -0.60720 1.86556 0.17336 -0.016 1.077 1.733
O -0.80807 1.03345 -1.77815 -0.391 0.474 -1.546
S 1.05381 -2.11598 1.32321 -0.396 0.777 -0.606
H 0.48569 0.06467 1.70186 -0.284 2.267 1.525
H 0.14522 -0.90460 -1.54251 -1.219 2.041 5.217
```
Positions in Å, forces in eV/Å.

***

Computed, not measured: a cluster of 2 separate species, CH2N2O2S in total at a distorted geometry, with ωB97M-V with the def2-TZVPD basis set.

The net charge is 0. As for the relative energy (zero: lowest compared OMol25 entry of this formula, charge and spin): 7.1712 eV. The calculation puts the gap between HOMO and LUMO at 7.2 eV. The calculation puts the total energy at -697.287418 Ha. As for the lowest unoccupied orbital energy: -0.1185 Eh.

```
8
Properties=species:S:1:pos:R:3:forces:R:3
C -1.52804 -1.06857 0.15356 2.078 1.533 1.357
N -2.24085 -1.78808 -0.38489 -0.840 -0.765 -0.619
N 1.04377 -0.00007 -0.92051 0.241 -0.864 0.002
O -0.00249 1.48965 2.29001 0.370 -0.500 -0.213
O 0.86888 1.02440 0.04274 -0.588 -0.354 1.792
S 0.55176 0.41209 1.53865 -1.083 0.506 -2.606
H 0.16211 -0.54468 -0.90448 -0.085 0.170 -0.056
H 1.14485 0.47526 -1.81507 -0.094 0.273 0.343
```
Positions in Å, forces in eV/Å.

***

Computed, not measured: an isolated molecule of CH2N2O2S at a distorted geometry, with ωB97M-V with the def2-TZVPD basis set.

The net charge is 0. As for the relative energy (zero: lowest compared OMol25 entry of this formula, charge and spin): 3.6046 eV. The calculation puts the gap between HOMO and LUMO at 10.9 eV. The calculation puts the total energy at -697.418489 Ha. As for the lowest unoccupied orbital energy: -0.0013 Eh.

```
8
Properties=species:S:1:pos:R:3:forces:R:3
C 2.88218 -0.86559 -0.16097 -0.053 -0.674 0.154
N 3.26711 -1.68547 0.54405 0.416 -0.458 0.643
N -0.17417 0.50273 -0.10780 0.596 -0.337 2.948
O 2.39005 -0.04046 -0.98221 -0.861 0.976 -0.569
O 1.95204 1.50590 1.03076 -0.514 -0.170 0.845
S 1.32415 1.25280 -0.22555 0.111 0.598 -1.236
H -0.43595 0.01926 0.81841 0.846 0.947 -1.715
H -0.16802 -0.15871 -0.84501 -0.541 -0.882 -1.069
```
Positions in Å, forces in eV/Å.

***

Computed, not measured: an isolated molecule of CH2N2O2S at a distorted geometry, with ωB97M-V with the def2-TZVPD basis set.

The net charge is 0. As for the relative energy (zero: lowest compared OMol25 entry of this formula, charge and spin): 4.0519 eV. The calculation puts the gap between HOMO and LUMO at 11.9 eV. The calculation puts the total energy at -697.402049 Ha. As for the lowest unoccupied orbital energy: -0.0062 Eh.

```
8
Properties=species:S:1:pos:R:3:forces:R:3
N 1.68039 -2.23195 -0.10012 0.353 -0.481 0.065
C 1.33511 -1.15931 0.11166 -1.947 2.856 -0.079
S 0.29638 0.64117 0.03311 3.352 -3.084 -3.124
N -1.17247 0.06797 0.05483 -1.999 -0.648 -2.741
O 0.72781 1.05490 -1.28346 -0.937 -0.125 1.912
O 0.55845 1.28341 1.24857 0.060 0.798 0.889
H -1.69231 0.46371 0.79984 -0.710 0.130 0.795
H -1.73336 -0.11990 -0.86444 1.828 0.555 2.283
```
Positions in Å, forces in eV/Å.

***

> Which formula does entry 6 have?

CH2N2O2S

***

> What is the formula in the fourth record?

CH2N2O2S

***

What did the third record say?
Computed, not measured: a cluster of 2 separate species, CH2N2O2S in total at a distorted geometry, with ωB97M-V with the def2-TZVPD basis set.

The net charge is 0. As for the relative energy (zero: lowest compared OMol25 entry of this formula, charge and spin): 7.6462 eV. The calculation puts the gap between HOMO and LUMO at 8.4 eV. The calculation puts the total energy at -697.269961 Ha. As for the lowest unoccupied orbital energy: -0.0384 Eh.

```
8
Properties=species:S:1:pos:R:3:forces:R:3
C 0.43567 -0.64012 0.96244 0.218 -2.483 -1.877
N -0.15994 -0.28679 -0.22914 1.810 -3.272 -3.822
N -0.54518 0.98382 -0.61108 0.278 -0.882 -0.624
O -0.60720 1.86556 0.17336 -0.016 1.077 1.733
O -0.80807 1.03345 -1.77815 -0.391 0.474 -1.546
S 1.05381 -2.11598 1.32321 -0.396 0.777 -0.606
H 0.48569 0.06467 1.70186 -0.284 2.267 1.525
H 0.14522 -0.90460 -1.54251 -1.219 2.041 5.217
```
Positions in Å, forces in eV/Å.